1.
A structure of composition C23H41Cl10MgO10 at a distorted geometry. Source: OMol25; level of theory: ωB97M-V/def2-TZVPD.

Structure (XYZ):
```
85
Properties=species:S:1:pos:R:3:forces:R:3
Mg -18.509 9.394 -0.453 1.2090 1.9820 1.8482
C -17.356 11.361 1.909 -0.1624 -0.0784 -0.8190
O -17.655 10.568 0.808 -0.7649 -0.9048 -1.1734
H -16.379 11.837 1.748 0.1966 -0.1215 0.4205
H -18.053 12.201 2.029 0.0057 -0.1344 -0.2129
H -17.382 10.785 2.840 0.2710 0.0236 0.0693
C -16.339 14.247 -4.210 -0.2102 0.6231 -0.2551
C -17.646 13.501 -3.959 2.0011 0.2059 0.7981
C -18.043 12.451 -4.973 -0.1675 0.6893 -0.4918
O -18.467 11.343 -4.155 -0.7427 -0.2564 -0.0627
C -18.023 11.522 -2.931 1.5337 -0.3479 -0.1440
O -18.048 10.647 -2.066 -0.9165 -0.5018 0.1829
O -17.365 12.647 -2.786 -0.9837 -0.6590 0.1349
H -16.170 15.050 -3.491 -0.3981 -0.1042 0.0648
H -16.388 14.736 -5.186 0.1157 -0.1409 -0.0731
H -15.446 13.629 -4.135 -0.2521 -0.4351 -0.3034
H -18.432 14.191 -3.659 -0.1676 -0.1602 -0.1591
H -17.225 12.138 -5.622 0.0805 -0.1356 0.2383
H -18.851 12.818 -5.603 -0.1919 -0.3756 0.0963
C -20.817 15.102 -1.398 0.5857 -0.1927 0.2173
C -19.705 15.291 -0.358 -1.5077 -1.5532 0.1910
C -18.755 14.077 -0.308 -0.1712 1.3362 0.1907
O -17.703 14.532 -1.173 0.0683 -0.1355 -0.0109
C -17.797 15.866 -1.352 -0.3090 -0.0429 0.4055
O -17.049 16.498 -2.019 0.3806 0.3057 -0.1487
O -18.845 16.359 -0.670 0.0397 0.4498 -0.1784
H -21.453 14.276 -1.074 -0.0394 0.0623 0.0798
H -20.368 14.799 -2.344 -0.1322 0.2249 -0.3126
H -21.431 15.993 -1.502 0.0854 0.0538 -0.1562
H -20.221 15.400 0.594 0.5468 0.5925 0.2034
H -19.218 13.176 -0.697 0.2038 -0.1546 0.0450
H -18.368 13.971 0.704 0.1247 -0.3659 -0.0921
C -23.133 7.595 3.097 -0.3322 0.2569 -0.0060
C -21.658 7.305 3.245 -1.0554 -0.9033 -0.1690
C -21.240 5.938 2.677 -0.4828 -0.1570 0.1337
O -20.155 6.271 1.812 1.0372 -0.5238 -0.1659
C -20.003 7.557 1.704 -1.8115 0.4470 0.4874
O -19.163 8.063 0.985 -0.0144 0.5126 -0.8988
O -20.954 8.239 2.396 1.9567 -0.4563 -0.5474
H -23.401 8.499 3.639 -0.0137 -0.0301 0.0334
H -23.782 6.781 3.421 0.2618 -0.0894 0.2556
H -23.373 7.762 2.045 0.1378 -0.0189 -0.0452
H -21.313 7.354 4.277 0.1170 0.5698 -0.0957
H -21.987 5.425 2.070 -0.1212 0.2953 -0.0094
H -20.915 5.235 3.441 0.2526 0.1432 -0.0357
Cl -13.305 9.517 -1.030 0.0754 -0.0804 -0.0062
C -14.655 10.581 -1.471 -0.1691 -0.0487 -1.2286
C -14.659 11.871 -0.688 -0.5310 -0.5595 0.1983
Cl -13.481 13.028 -1.324 0.2279 -0.0374 0.0821
H -15.585 10.013 -1.428 0.0410 0.1407 0.7140
H -14.550 10.765 -2.542 0.2108 0.2331 0.0976
H -14.470 11.612 0.353 0.3142 0.4118 0.0370
H -15.626 12.360 -0.737 -0.2044 -0.0862 -0.1346
Cl -15.086 6.226 2.481 0.1531 0.0126 0.1887
C -15.609 7.848 1.975 -0.3547 0.1442 -0.3547
C -14.547 8.914 2.106 0.1722 -0.5771 0.0119
Cl -14.041 9.107 3.794 0.1363 0.0232 0.2175
H -16.509 8.097 2.532 -0.0235 0.0158 -0.0318
H -15.836 7.717 0.916 -0.1663 0.2696 0.0120
H -14.888 9.893 1.779 -0.2668 -0.1332 -0.1729
H -13.705 8.599 1.497 0.2423 0.2358 0.2502
Cl -12.750 15.055 2.227 -0.3505 -0.0041 -0.2762
C -13.961 15.651 1.038 0.1598 -0.7260 -0.0553
C -15.271 14.887 1.082 0.2449 0.4202 -0.0314
Cl -16.186 15.257 2.555 -0.4086 0.1016 0.1639
H -13.568 15.483 0.036 0.2725 0.1959 0.1489
H -14.084 16.710 1.233 -0.1831 0.0396 -0.0574
H -15.172 13.805 1.051 0.3429 0.0964 -0.0058
H -15.845 15.199 0.210 -0.0907 0.0000 0.1572
Cl -14.669 13.461 5.688 -0.1029 0.0006 0.0849
C -15.593 12.369 4.636 0.4854 -0.3017 -0.6337
C -16.547 11.488 5.397 0.0563 -0.2047 0.1356
Cl -18.050 12.330 5.830 0.8358 0.1353 1.5407
H -14.878 11.726 4.119 0.1280 -0.0482 0.2670
H -16.021 12.983 3.847 -0.4443 0.0077 0.2661
H -16.071 11.112 6.300 -0.0900 0.1226 0.0724
H -16.900 10.626 4.835 0.3921 0.0367 -0.2464
Cl -20.536 13.426 2.478 -0.1513 0.1605 0.2346
C -19.893 12.467 3.840 -0.1333 -1.2749 -0.8545
C -20.475 11.069 3.815 -0.4114 0.0821 0.2272
Cl -22.225 11.084 4.126 -0.5815 0.0374 0.1917
H -20.050 12.895 4.825 -0.3769 0.5908 -0.5742
H -18.830 12.316 3.659 -0.5017 0.6012 0.0229
H -20.054 10.489 4.635 0.2524 -0.0147 -0.1539
H -20.402 10.547 2.868 0.5356 0.1867 -0.0343
```
Forces are in eV/Å.

Output
- Max |F|: 2.97 eV Å⁻¹
- Calculated total energy: -6455.2791 a.u.
- Total charge: +1
- Multiplicity: 1

=====

2.
A structure of composition C23H41ClN4O2Pt at a distorted geometry. Source: OMol25; level of theory: ωB97M-V/def2-TZVPD.

Structure (XYZ):
```
72
Properties=species:S:1:pos:R:3:forces:R:3
Pt -0.077 -1.414 0.664 -0.3422 1.1876 -0.5697
Cl -0.642 0.795 0.759 -0.2404 1.4168 -0.5090
C 1.012 -5.120 1.717 0.0343 -0.8531 -0.1668
C 0.045 -3.277 0.922 0.2120 -1.3457 -0.0094
N 0.584 -3.859 2.026 0.1547 0.1717 -0.5303
H 0.701 -6.235 -0.195 0.1576 -0.0404 0.3961
N -0.051 -4.264 0.003 -0.1761 0.1624 -0.1814
H 1.591 -5.716 2.400 -0.1232 -0.0822 -0.0996
C 0.948 -3.109 3.231 0.1056 0.3089 -0.3408
C 1.080 -4.084 4.380 -0.1278 -0.0976 0.5649
C 2.271 -2.378 3.026 0.4219 0.2869 0.1577
H 1.905 -4.792 4.249 -0.0623 0.1743 0.0362
H 1.263 -3.506 5.292 0.0495 -0.1514 -0.0942
H 0.153 -4.644 4.528 0.0240 -0.0533 -0.0423
H 0.123 -1.545 4.408 -0.1962 -0.0664 -0.0538
H -1.105 -2.644 3.689 0.0423 0.1893 0.0120
H 2.124 -1.490 2.398 0.0616 -0.2633 0.0566
C -0.163 -2.112 3.513 -0.1964 0.4002 0.5803
H 3.012 -3.024 2.541 -0.1687 0.1496 0.1266
H 2.658 -2.041 4.001 -0.1268 -0.0812 -0.2262
H -0.312 -1.360 2.686 0.1396 -0.6074 0.8463
C 0.601 -5.381 0.458 0.0543 -0.5921 0.0207
C 0.527 -4.303 -2.371 0.3092 0.0723 -0.1518
H 0.923 -5.327 -2.374 0.0217 0.1757 -0.0461
H 0.176 -4.065 -3.387 0.0518 -0.0911 0.3100
C -0.622 -4.187 -1.367 0.4403 0.1850 -0.0701
H -1.859 -2.928 -2.577 0.1191 -0.1576 0.1659
C -1.586 -5.353 -1.532 -0.2934 -0.0041 -0.0806
H -2.365 -5.291 -0.770 0.0110 -0.1376 0.0328
H 1.340 -3.612 -2.101 -0.3242 -0.1582 -0.0776
H -0.712 -2.007 -1.601 -0.3467 -0.4468 0.1146
H -1.072 -6.313 -1.467 -0.0980 -0.0370 0.0552
H -2.075 -5.291 -2.509 0.1259 -0.0208 0.0526
C -1.378 -2.889 -1.588 -0.2071 0.3828 -0.4236
H -2.174 -2.770 -0.846 0.2273 0.1617 -0.0660
C -0.254 5.833 -0.753 -0.3312 -0.4705 -0.4964
N 0.016 4.621 -0.152 0.0535 -0.6390 -0.0145
H -1.313 6.210 -2.656 0.0192 -0.0676 -0.0830
N -1.030 4.177 -1.962 0.1093 -0.5301 0.3332
H 0.036 6.776 -0.340 0.1483 0.0132 0.1191
C 0.692 4.424 1.126 0.1117 -0.1087 0.4528
C 1.191 5.736 1.664 0.2406 0.3322 0.1453
C -0.351 3.888 2.077 -0.1731 -0.3378 0.2806
H 0.358 6.436 1.803 0.2473 0.0512 0.0531
H 1.623 5.532 2.649 -0.0039 0.1638 -0.1512
H 1.965 6.180 1.027 -0.1266 0.0824 0.0973
H 2.296 3.274 1.907 0.0317 -0.0485 -0.1979
H 2.604 3.895 0.265 -0.1598 -0.1430 0.1058
H -0.687 2.909 1.732 -0.1097 0.1920 0.2251
C 1.844 3.452 0.925 0.2861 0.0267 0.1718
H -1.198 4.583 2.126 0.1475 -0.1234 0.1504
H 0.111 3.773 3.059 -0.2002 0.0026 0.0628
H 1.502 2.494 0.528 0.0371 0.0853 -0.0008
C -0.924 5.558 -1.898 0.3142 -0.5279 0.4519
C -3.013 2.908 -2.349 -0.4486 0.0089 -0.1038
H -3.588 3.771 -1.998 -0.0604 -0.1423 0.0123
H -3.597 2.384 -3.109 -0.0281 -0.0379 0.1661
C -1.722 3.388 -2.979 -0.0656 -0.4700 -0.0108
H -1.390 1.533 -3.983 0.1583 0.0449 0.1749
C -2.002 4.240 -4.189 -0.1021 -0.0392 -0.2982
H -1.078 4.603 -4.651 -0.1123 0.0942 0.0344
H -2.803 2.236 -1.512 -0.0835 0.0193 -0.0273
H -0.571 1.645 -2.394 -0.0837 -0.0122 -0.1583
H -2.649 5.082 -3.924 0.0121 0.0074 -0.2214
H -2.536 3.628 -4.924 0.0618 0.1306 0.0665
C -0.839 2.195 -3.305 0.1529 -0.2070 -0.4272
H 0.080 2.509 -3.815 -0.1089 -0.0228 0.1231
C -0.494 3.605 -0.868 0.1327 2.5134 -0.5535
O 2.782 -3.153 0.176 -0.0272 1.8580 -1.0002
C 2.727 -1.999 -0.325 -1.1377 -0.5288 -0.1311
O 1.674 -1.377 -0.816 1.9989 -1.0988 1.0043
H 3.695 -1.414 -0.365 -0.6348 -0.2084 -0.1449
```
Forces are in eV/Å.

Output
- Max |F|: 2.58 eV Å⁻¹
- Relative energy (zero: lowest compared OMol25 entry of this formula, charge and spin): 16.9 kcal/mol
- Calculated total energy: -1849.7834 a.u.
- Total charge: -2
- Multiplicity: 5
- Expectation value of S²: 6.017

=====

3.
A cluster of 2 separate species, C23H41ClO3P in total at a distorted geometry. Source: OMol25; level of theory: ωB97M-V/def2-TZVPD.

Structure (XYZ):
```
69
Properties=species:S:1:pos:R:3:forces:R:3
C -4.031 -1.774 2.916 0.1361 0.1992 -0.0313
C -3.831 -0.447 2.964 0.0312 -0.0772 -0.2897
C -4.626 0.551 2.127 0.8011 -0.1052 -0.4956
C -6.035 0.096 1.991 -0.0160 0.2240 0.0113
C -7.047 0.254 2.842 0.1208 -0.0995 -0.1693
Cl -7.005 0.985 4.364 -0.1873 0.1564 -0.0084
C -8.270 -0.357 2.216 0.0945 -0.1973 0.4006
O -9.418 -0.120 2.359 0.1533 -0.2951 0.2441
O -7.762 -1.258 1.274 -0.6226 0.7601 -0.8827
C -6.601 -0.639 0.823 0.0210 -0.2523 0.6895
O -6.229 -0.681 -0.299 0.3863 -0.3281 -0.2722
H -4.158 -2.287 1.964 -1.4338 0.1492 0.1158
H -4.127 -2.360 3.823 1.4489 -0.3431 -0.0699
H -3.090 -0.017 3.633 -0.9273 0.0834 0.9722
H -4.190 0.729 1.140 -0.1065 0.1442 -0.0261
H -4.623 1.492 2.680 0.0712 0.0402 -0.1115
C 5.010 -1.626 1.241 -0.0321 0.0367 0.0257
C 3.613 -1.280 1.748 0.1396 -0.0930 -0.0510
C 2.508 -2.019 0.992 -0.0898 0.2614 0.2050
C 2.218 -1.493 -0.422 0.2035 -0.4093 -0.1728
P 1.180 -0.025 -0.570 -0.2507 0.0870 0.1349
C -0.296 -0.316 0.438 -0.1235 -0.0919 0.2329
C -1.078 -1.628 0.284 -0.0686 -0.1613 -0.1753
C -1.961 -1.799 -0.958 0.0567 0.0659 -0.0739
C -2.896 -0.635 -1.261 0.0914 -0.0240 0.0224
C 0.625 0.106 -2.280 0.0608 -0.1512 -0.4345
C 1.614 0.281 -3.444 0.1218 0.1109 -0.0151
C 2.228 1.666 -3.651 0.0765 0.0488 0.0946
C 1.246 2.827 -3.544 0.0399 -0.0308 -0.0244
C 1.797 1.507 0.171 0.1812 0.4424 0.2651
C 2.997 2.322 -0.336 -0.0166 -0.0368 -0.3662
C 4.309 1.570 -0.610 0.1203 0.1256 0.1491
C 5.354 1.784 0.483 -0.0264 -0.0666 -0.0275
H 5.128 -1.413 0.176 0.0140 0.0019 0.0003
H 5.769 -1.056 1.776 0.0161 -0.0040 -0.0151
H 5.221 -2.685 1.395 -0.0100 -0.0082 -0.0261
H 3.460 -0.199 1.702 -0.0283 -0.0046 -0.0078
H 3.547 -1.551 2.803 -0.0233 0.0136 0.0049
H 1.589 -2.004 1.582 -0.0166 -0.0354 -0.0306
H 2.790 -3.069 0.903 -0.0215 -0.0081 -0.0474
H 1.659 -2.260 -0.970 -0.0920 0.0902 -0.0308
H 3.140 -1.369 -0.993 -0.0104 0.1414 0.0132
H -0.950 0.552 0.319 0.0209 -0.0005 -0.1229
H 0.058 -0.259 1.473 0.0713 0.0420 -0.0272
H -1.716 -1.705 1.167 0.0197 0.0466 0.0244
H -0.394 -2.480 0.334 0.0241 0.0245 0.0906
H -2.565 -2.696 -0.803 0.0357 -0.0287 0.0073
H -1.350 -2.020 -1.837 0.0055 -0.0147 0.0050
H -3.610 -0.487 -0.452 -0.0274 0.0064 -0.0445
H -3.468 -0.832 -2.167 -0.0556 0.0006 0.0339
H -2.360 0.304 -1.419 0.0074 0.0035 0.0000
H -0.182 0.841 -2.323 0.0710 0.0873 0.1056
H 0.140 -0.859 -2.448 -0.0644 0.0089 0.1581
H 1.061 0.017 -4.348 -0.0602 -0.0473 0.0442
H 2.415 -0.458 -3.358 -0.0191 -0.0273 -0.0276
H 2.686 1.681 -4.641 -0.0125 -0.0420 -0.0105
H 3.058 1.810 -2.958 -0.0433 0.0061 0.0531
H 0.489 2.780 -4.328 -0.0308 -0.0082 0.0273
H 1.769 3.778 -3.645 -0.0205 0.0082 -0.0477
H 0.730 2.850 -2.581 0.0004 0.0125 0.0001
H 1.933 1.282 1.233 -0.0135 -0.2143 -0.0413
H 0.922 2.168 0.148 -0.0701 -0.0928 -0.0231
H 3.181 3.098 0.409 -0.0238 -0.0399 0.0562
H 2.687 2.867 -1.227 -0.0387 -0.0609 -0.0254
H 4.731 1.924 -1.552 -0.0132 -0.0352 -0.0221
H 4.132 0.501 -0.746 -0.0361 0.0019 0.0053
H 5.674 2.827 0.499 -0.0287 0.0113 0.0325
H 6.238 1.171 0.307 0.0085 0.0044 0.0195
H 4.963 1.540 1.472 0.0109 -0.0121 0.0031
```
Forces are in eV/Å.

Output
- Max |F|: 1.49 eV Å⁻¹
- Relative energy (zero: lowest compared OMol25 entry of this formula, charge and spin): 0.0 kcal/mol
- Calculated total energy: -1927.9736 a.u.
- Total charge: +1
- Multiplicity: 1